Entry 1:
Below is a molecular structure, C6H15FO6 in a non-equilibrium geometry, with properties calculated with ωB97M-V/def2-TZVPD.

Results
- Highest occupied orbital energy: -8.74 eV
- LUMO level: 0.249 eV
- 2S+1: 1
- Strongest force on any atom: 16.479 eV Å⁻¹

Geometry as XYZ:
```
28
Properties=species:S:1:pos:R:3:lowdin_charge:R:1
C 0.955 0.708 0.848 -0.14
C 2.226 1.464 0.658 -0.29
O 2.043 2.562 1.491 0.17
C 1.175 2.226 2.458 -0.55
O 0.843 2.846 3.421 0.18
O 0.724 0.988 2.217 -0.02
F 2.317 1.953 -0.594 0.09
H 1.022 -0.377 0.779 0.12
H 0.188 1.124 0.195 0.15
H 3.168 0.944 0.828 0.18
C 0.032 -1.689 -0.189 -0.11
O 0.227 -0.363 -0.627 -0.27
H -0.269 -1.647 0.858 0.09
H -0.804 -2.192 -0.674 0.09
H 0.988 -2.213 -0.178 0.11
H -0.486 0.150 -0.240 -0.32
C -1.472 0.517 1.637 0.01
O -1.315 0.165 0.257 0.01
H -2.471 0.208 1.947 0.11
H -0.691 -0.021 2.175 0.11
H -1.327 1.592 1.744 0.12
H -1.864 0.678 -0.341 0.19
C -0.622 -1.382 -3.141 -0.19
O -1.903 -1.935 -3.084 -0.11
H -0.722 -0.407 -3.617 0.08
H -0.192 -1.088 -2.183 0.02
H 0.139 -1.925 -3.700 0.09
H -1.908 -2.885 -2.942 0.08
```

Entry 2:
Below is a gas-phase ion, C2H3IN (charge +1) in a non-equilibrium geometry, with properties calculated with ωB97M-V/def2-TZVPD.

Results
- ⟨S²⟩: 2.024
- Total charge: +1
- Highest occupied orbital energy (alpha / beta): -11.49 / -15.79 eV
- LUMO level (alpha / beta): -4.940 / -9.622 eV
- Energy relative to the best compared isomer or geometry (same formula, charge and spin): 11.4 kcal/mol
- 2S+1: 3
- Strongest force on any atom: 7.345 eV Å⁻¹

Geometry as XYZ:
```
7
Properties=species:S:1:pos:R:3:lowdin_charge:R:1
C 0.076 -0.708 0.152 0.07
C 0.871 1.732 -0.221 -0.61
N 0.539 0.533 -0.188 -0.05
I 2.829 2.271 -0.312 1.37
H -0.013 -1.492 -0.592 0.08
H 0.039 -0.953 1.186 0.07
H 0.098 2.389 -0.058 0.06
```

Entry 3:
Below is a single C6H12FN molecule in a non-equilibrium geometry, with properties calculated with ωB97M-V/def2-TZVPD.

Results
- Highest occupied orbital energy: -9.39 eV
- SMILES: C[C@H]1C[C@@]1(N)CCF
- LUMO level: 1.007 eV
- Energy relative to the best compared isomer or geometry (same formula, charge and spin): 30.8 kcal/mol
- 2S+1: 1
- Strongest force on any atom: 3.296 eV Å⁻¹

Geometry as XYZ:
```
20
Properties=species:S:1:pos:R:3:lowdin_charge:R:1
C 0.213 2.230 -1.357 -0.07
C -0.015 1.820 0.118 -0.29
C -1.124 1.141 0.901 -0.02
C 0.198 0.431 0.544 -0.54
N 1.109 0.233 1.600 0.08
C 0.177 -0.650 -0.519 -0.16
C -0.357 -1.925 -0.031 -0.24
F -0.294 -2.857 -1.049 -0.05
H -0.652 1.796 -1.947 0.08
H 0.206 3.343 -1.530 0.08
H 1.179 1.781 -1.694 0.08
H 0.546 2.559 0.785 0.15
H -2.010 0.817 0.440 0.08
H -1.249 1.393 1.975 0.11
H 2.022 -0.115 1.316 0.09
H 0.745 -0.502 2.206 0.08
H 1.173 -0.774 -0.955 0.13
H -0.365 -0.375 -1.422 0.12
H 0.194 -2.291 0.901 0.13
H -1.463 -1.839 0.226 0.14
```

Entry 4:
Below is a single C17H19FIN3O molecule in a non-equilibrium geometry, with properties calculated with ωB97M-V/def2-TZVPD.

Results
- Highest occupied orbital energy: -8.61 eV
- SMILES: O=C1Nc2ccc(F)cc2[C@]12C[C@H]2[C@@H]1CC[C@H]2[C@H](C1)NN[C@@H]2I
- LUMO level: 0.504 eV
- 2S+1: 1
- Strongest force on any atom: 1.921 eV Å⁻¹

Geometry as XYZ:
```
42
Properties=species:S:1:pos:R:3:lowdin_charge:R:1
O -3.918 -2.038 1.188 0.09
C -2.708 -2.117 1.266 -0.41
N -1.969 -3.266 1.109 0.16
C -0.630 -3.041 1.493 -0.19
C 0.415 -3.961 1.732 0.01
C 1.644 -3.476 2.241 -0.01
C 1.795 -2.118 2.528 -0.28
F 2.966 -1.641 2.999 0.05
C 0.752 -1.219 2.361 0.05
C -0.442 -1.709 1.821 -0.09
C -1.740 -1.013 1.469 -0.23
C -2.134 0.242 2.199 0.00
C -1.857 0.322 0.719 -0.16
C -0.635 0.992 0.131 -0.28
C -1.060 2.385 -0.361 -0.14
C 0.122 3.100 -1.042 -0.15
C 1.119 2.193 -1.743 -0.34
C 0.401 0.921 -2.201 -0.34
C -0.092 0.104 -1.022 -0.07
N 1.383 0.296 -3.056 -0.02
N 1.824 1.425 -3.822 -0.13
C 2.028 2.559 -2.938 -0.67
I 4.128 2.530 -2.430 0.77
H -2.433 -4.157 1.236 0.16
H 0.211 -5.023 1.550 0.11
H 2.466 -4.176 2.337 0.11
H 0.845 -0.132 2.616 0.14
H -3.197 0.320 2.542 0.13
H -1.400 0.612 2.948 0.12
H -2.724 0.425 0.019 0.17
H 0.130 1.154 0.912 0.14
H -1.451 3.027 0.448 0.13
H -1.856 2.317 -1.097 0.11
H 0.652 3.705 -0.304 0.12
H -0.286 3.780 -1.790 0.11
H 1.752 1.889 -0.905 0.10
H -0.446 1.234 -2.852 0.17
H -0.911 -0.548 -1.377 0.14
H 0.740 -0.534 -0.660 0.13
H 2.109 -0.086 -2.433 0.10
H 2.655 1.233 -4.372 0.07
H 1.752 3.493 -3.462 0.09
```

Entry 5:
Below is 6 unconnected molecules or ions with the total composition C19H54ClN4O7PS6 in a non-equilibrium geometry, with properties calculated with ωB97M-V/def2-TZVPD.

Results
- Highest occupied orbital energy: -7.09 eV
- LUMO level: 0.199 eV
- 2S+1: 1
- Strongest force on any atom: 1.718 eV Å⁻¹

Geometry as XYZ:
```
92
Properties=species:S:1:pos:R:3:lowdin_charge:R:1
C -1.615 -0.295 4.039 -0.05
C -0.376 -0.202 3.529 -0.28
P 0.394 -1.504 2.513 0.82
C -0.688 -1.167 0.961 -0.41
N -1.993 -1.836 1.120 -0.05
C 1.933 -1.012 1.609 -0.29
C 2.774 -2.190 1.062 -0.25
C 4.147 -2.445 1.717 -0.24
C 4.938 -1.247 2.233 -0.27
S 5.697 -0.088 1.096 0.35
O 5.385 1.237 1.530 -0.34
O 7.065 -0.453 0.903 -0.34
Cl 4.755 -0.341 -0.691 0.47
C 1.464 -2.037 4.067 -0.24
C 0.884 -2.915 5.187 -0.72
N 1.997 -3.460 6.033 0.05
N 0.010 -2.143 6.053 0.07
N 0.146 -4.055 4.674 0.08
H -1.750 -0.035 5.092 0.06
H -2.516 -0.505 3.472 0.01
H 0.269 0.651 3.748 0.08
H -0.112 -2.837 2.396 0.05
H -0.831 -0.087 0.846 0.07
H -0.213 -1.579 0.060 0.07
H -2.102 -2.252 2.039 0.03
H -2.767 -1.201 0.993 0.04
H 1.600 -0.410 0.765 0.06
H 2.497 -0.340 2.261 0.07
H 2.871 -2.081 -0.013 0.06
H 2.205 -3.116 1.189 0.11
H 4.060 -3.132 2.559 0.10
H 4.769 -2.957 0.979 0.07
H 4.380 -0.629 2.934 0.09
H 5.815 -1.616 2.768 0.11
H 1.819 -1.121 4.556 0.08
H 2.344 -2.561 3.684 0.06
H 2.483 -4.174 5.496 0.06
H 2.686 -2.730 6.195 0.06
H -0.377 -2.760 6.757 0.08
H 0.535 -1.413 6.518 0.07
H 0.296 -4.854 5.280 0.07
H 0.457 -4.317 3.748 0.05
C -4.929 2.007 3.565 -0.26
S -5.327 0.286 3.890 0.82
O -4.555 -0.536 2.917 -0.56
C -7.013 0.343 3.275 -0.27
H -3.888 2.156 3.845 0.04
H -5.065 2.214 2.504 0.06
H -5.571 2.646 4.171 0.05
H -7.005 0.665 2.234 0.06
H -7.599 1.026 3.890 0.05
H -7.419 -0.663 3.351 0.05
C 2.060 1.493 -2.062 -0.29
S 0.311 1.642 -2.437 0.77
O -0.205 0.260 -2.612 -0.54
C 0.499 2.346 -4.078 -0.25
H 2.143 1.034 -1.079 0.01
H 2.533 0.859 -2.812 0.05
H 2.522 2.480 -2.043 0.06
H 1.093 1.666 -4.690 0.06
H 0.981 3.321 -3.999 0.06
H -0.497 2.466 -4.504 0.02
C 4.969 -6.759 -0.448 -0.26
S 4.561 -5.096 -0.993 0.78
O 3.177 -5.137 -1.522 -0.53
C 5.672 -5.078 -2.405 -0.26
H 4.341 -6.985 0.411 0.05
H 4.761 -7.461 -1.256 0.06
H 6.019 -6.801 -0.159 0.05
H 5.416 -5.901 -3.072 0.06
H 6.702 -5.166 -2.058 0.05
H 5.535 -4.128 -2.915 0.05
C -3.115 2.461 -2.624 -0.28
S -3.856 3.290 -4.027 0.82
O -2.757 3.476 -5.021 -0.57
C -4.096 4.880 -3.230 -0.27
H -2.839 1.455 -2.940 0.05
H -2.223 3.013 -2.327 0.03
H -3.824 2.402 -1.799 0.06
H -3.135 5.249 -2.871 0.06
H -4.800 4.767 -2.406 0.05
H -4.504 5.558 -3.976 0.03
C -2.754 5.488 -8.181 -0.26
S -3.992 6.297 -7.170 0.77
O -5.323 5.869 -7.677 -0.55
C -3.729 7.964 -7.791 -0.27
H -2.810 4.425 -7.957 0.05
H -2.975 5.671 -9.233 0.06
H -1.767 5.868 -7.917 0.06
H -3.898 7.978 -8.868 0.06
H -2.714 8.286 -7.554 0.05
H -4.447 8.613 -7.293 0.05
```

Entry 6:
Below is a molecular structure, C2H3BrINO2 in a non-equilibrium geometry, with properties calculated with ωB97M-V/def2-TZVPD.

Results
- Highest occupied orbital energy (alpha / beta): -8.51 / -8.92 eV
- LUMO level (alpha / beta): -1.970 / -1.456 eV
- Energy relative to the best compared isomer or geometry (same formula, charge and spin): 82.3 kcal/mol
- 2S+1: 1
- Strongest force on any atom: 3.450 eV Å⁻¹

Geometry as XYZ:
```
10
Properties=species:S:1:pos:R:3:lowdin_charge:R:1
C -1.017 0.855 0.919 -0.62
C 0.618 -1.027 -0.005 -0.58
N 0.729 -0.251 -1.134 -0.57
O -0.239 -0.314 -1.924 -0.22
O 1.878 0.245 -1.422 -0.09
Br 2.100 -0.969 1.113 0.77
I -1.892 1.380 -0.763 1.16
H -1.435 0.075 1.549 -0.02
H -0.350 1.622 1.473 0.04
H -0.390 -1.615 0.194 0.13
```

Entry 7:
Below is a single C4H7NO molecule, with properties calculated with ωB97M-V/def2-TZVPD.

Results
- Highest occupied orbital energy: -7.71 eV
- LUMO level: 0.603 eV
- Energy relative to the best compared isomer or geometry (same formula, charge and spin): 118.8 kcal/mol
- 2S+1: 1
- Strongest force on any atom: 0.335 eV Å⁻¹

Geometry as XYZ:
```
13
Properties=species:S:1:pos:R:3:lowdin_charge:R:1
C -2.104 -0.098 0.184 -0.01
N -1.040 0.726 0.085 -0.11
C -0.297 0.044 -0.827 -0.13
C 1.080 -0.390 -0.534 -0.28
C 1.821 0.082 0.644 -0.14
O 1.288 -1.225 0.620 -0.04
H -1.936 -1.111 0.518 0.06
H -3.125 0.266 0.062 0.06
H -0.876 1.635 0.505 0.14
H -0.726 -0.140 -1.803 0.09
H 1.663 -0.709 -1.398 0.14
H 2.907 0.159 0.593 0.11
H 1.344 0.763 1.351 0.11
```

Entry 8:
Below is 2 unconnected molecules or ions with the total composition C4H12 in a non-equilibrium geometry, with properties calculated with ωB97M-V/def2-TZVPD.

Results
- Highest occupied orbital energy: -10.82 eV
- SMILES: CC.CC
- LUMO level: 1.145 eV
- Energy relative to the best compared isomer or geometry (same formula, charge and spin): 47.6 kcal/mol
- 2S+1: 1
- Strongest force on any atom: 7.103 eV Å⁻¹

Geometry as XYZ:
```
16
Properties=species:S:1:pos:R:3:lowdin_charge:R:1
C 1.532 0.187 -1.252 -0.19
C 1.825 -1.261 -0.766 -0.17
H 2.522 0.617 -1.488 0.07
H 1.071 0.007 -2.221 0.05
H 0.744 0.773 -0.714 0.03
H 2.287 -1.711 -1.582 0.03
H 2.251 -1.275 0.286 0.07
H 0.738 -1.592 -0.283 0.10
C -1.676 -0.134 1.510 -0.14
C -1.532 1.093 0.559 -0.18
H -2.689 -0.417 1.207 0.06
H -1.043 -0.960 1.218 0.03
H -1.589 0.226 2.593 0.09
H -1.062 1.909 1.170 0.07
H -2.341 1.640 0.267 0.01
H -1.038 0.898 -0.504 0.09
```